Entry 1:
Density functional theory data (ωB97M-V/def2-TZVPD) for C16H21AsN4O4ReS4 as an isolated structure.

```
51
Properties=species:S:1:pos:R:3
Re -0.643 0.582 -0.814
C 0.247 3.062 2.725
C -0.375 2.836 1.399
O -0.160 1.726 0.797
N -1.161 3.744 0.879
C -1.779 3.607 -0.434
C -0.736 3.577 -1.521
C -0.408 4.746 -2.173
C 0.630 4.768 -3.094
C 1.332 3.600 -3.334
C 0.952 2.452 -2.682
N -0.078 2.415 -1.799
H -0.104 2.284 3.405
H 0.007 4.041 3.132
H 1.330 2.961 2.636
H -1.342 4.584 1.413
H -2.420 4.471 -0.587
H -2.423 2.730 -0.451
H -0.963 5.649 -1.952
H 0.890 5.688 -3.603
H 2.162 3.566 -4.026
H 1.485 1.534 -2.868
S -5.164 -0.935 -3.729
As -3.276 -1.706 -3.102
S 0.515 -0.653 -2.154
S -2.655 0.109 -1.183
S -5.080 -2.509 -2.279
C 3.127 -1.744 1.537
C 2.593 -3.046 0.952
C 1.040 -3.119 0.888
C 0.585 -4.457 0.256
C -0.928 -4.574 0.104
C 0.504 -3.040 2.310
O 0.761 -3.861 3.132
N -0.363 -1.972 2.612
C -0.793 -1.001 1.775
O -1.662 -0.207 2.008
N -0.154 -0.955 0.471
C 0.565 -1.981 0.050
O 0.946 -2.002 -1.187
H 4.214 -1.776 1.586
H 2.765 -1.578 2.555
H 2.861 -0.873 0.926
H 2.892 -3.894 1.568
H 2.981 -3.217 -0.053
H 0.962 -5.238 0.916
H 1.087 -4.572 -0.705
H -1.440 -4.535 1.068
H -1.189 -5.522 -0.361
H -1.335 -3.776 -0.536
H -0.801 -1.989 3.529
```

Values from the calculation:
**HOMO level**: -17.84 eV
**Charge**: +3
**2S+1**: 1
**HOMO-LUMO gap**: 6.163 eV
**Energy relative to the best compared isomer or geometry (same formula, charge and spin)**: 0.000 eV

Entry 2:
Density functional theory data (ωB97M-V/def2-TZVPD) for a 2-piece molecular cluster, C5H9NO3 overall.

```
18
Properties=species:S:1:pos:R:3
C 2.518 0.452 -0.209
C 0.847 -1.024 0.629
O 1.622 0.081 0.835
O 0.248 -1.377 1.775
O 0.902 -1.720 -0.342
H 0.598 -0.866 2.519
H 3.255 1.112 0.240
H 1.960 0.979 -0.989
H 3.001 -0.426 -0.640
C -1.000 1.026 -0.762
C -1.776 -0.181 -0.346
C -2.793 -0.089 0.508
N -0.172 1.087 -1.707
H 0.021 0.197 -2.166
H -1.135 1.908 -0.141
H -1.670 -1.048 -0.986
H -2.935 0.786 1.123
H -3.490 -0.897 0.660
```

Values from the calculation:
**HOMO level**: -9.91 eV
**2S+1**: 1
**SMILES**: [H]/N=C\C=C.COC(=O)O
**HOMO-LUMO gap**: 10.562 eV
**Energy relative to the best compared isomer or geometry (same formula, charge and spin)**: 2.259 eV

Entry 3:
Density functional theory data (ωB97M-V/def2-TZVPD) for C46H48DyN3Sb as an isolated structure.

```
99
Properties=species:S:1:pos:R:3
Dy 0.832 -0.790 -0.969
N 0.478 -2.781 -0.116
N 1.135 -3.757 -2.759
C 2.785 0.864 -1.207
C 3.332 -0.441 -0.962
C 3.042 -0.792 0.397
C 3.527 -2.004 1.110
H 4.352 -2.477 0.567
H 2.740 -2.757 1.224
H 3.875 -1.741 2.116
C 2.358 0.311 1.001
C 2.067 0.427 2.456
H 2.138 1.467 2.803
H 2.775 -0.171 3.046
H 1.061 0.064 2.710
C 2.176 1.325 0.005
C 1.503 2.638 0.180
H 0.408 2.556 0.116
H 1.822 3.340 -0.597
H 1.740 3.098 1.147
C 4.121 -1.263 -1.915
H 4.983 -1.731 -1.418
H 4.487 -0.653 -2.749
H 3.510 -2.074 -2.336
C 2.837 1.607 -2.494
H 1.990 1.365 -3.154
H 3.751 1.385 -3.058
H 2.806 2.687 -2.315
C -0.039 -2.325 1.068
H -0.078 -1.227 1.262
C -0.511 -3.223 2.020
H -0.971 -2.817 2.924
C -0.378 -4.591 1.794
H -0.744 -5.299 2.536
C 0.197 -5.046 0.615
H 0.359 -6.101 0.400
C 0.570 -4.139 -0.412
C 1.028 -4.582 -1.666
H 1.273 -5.621 -1.879
C 0.991 -2.358 -2.758
C 1.507 -4.220 -4.037
H 1.688 -5.262 -4.237
C 1.456 -3.180 -4.855
H 1.617 -3.144 -5.921
N 1.172 -2.040 -4.099
C 1.098 -0.733 -4.647
C 2.121 -0.341 -5.536
C 2.001 0.885 -6.196
H 2.791 1.184 -6.893
C 0.913 1.733 -5.972
C 0.759 2.994 -6.779
H 0.709 3.885 -6.141
H -0.160 2.973 -7.380
H 1.608 3.100 -7.463
C -0.037 1.365 -5.012
H -0.865 2.048 -4.791
C 0.035 0.139 -4.327
C -1.038 -0.184 -3.318
H -1.139 -1.257 -3.106
H -2.006 0.145 -3.712
H -0.936 0.395 -2.369
C 3.370 -1.145 -5.693
H 3.227 -2.104 -6.205
H 3.876 -1.340 -4.734
H 4.064 -0.556 -6.303
C -5.772 4.352 3.033
C -5.877 3.049 3.537
C -4.904 2.088 3.218
C -3.806 2.459 2.444
C -3.699 3.750 1.920
C -4.683 4.700 2.222
Sb -2.041 1.177 2.232
C -1.123 2.171 3.975
C -0.008 2.989 3.768
C 0.545 3.701 4.841
C -0.036 3.620 6.113
C -1.178 2.832 6.307
C -1.720 2.107 5.234
C -2.911 -0.632 3.083
C -2.566 -1.070 4.364
C -3.248 -2.158 4.932
C -4.210 -2.850 4.186
C -4.494 -2.454 2.873
C -3.848 -1.339 2.322
H -6.538 5.096 3.273
H -6.715 2.778 4.182
H -5.017 1.070 3.595
H -2.856 4.034 1.291
H -4.599 5.715 1.828
H 0.438 3.093 2.779
H 1.428 4.323 4.682
H 0.398 4.172 6.951
H -1.649 2.780 7.292
H -2.614 1.504 5.412
H -1.785 -0.572 4.940
H -3.023 -2.460 5.958
H -4.734 -3.703 4.626
H -5.222 -3.009 2.277
H -4.093 -1.031 1.304
```

Values from the calculation:
**HOMO level (spin up / spin down)**: 0.14 / -2.51 eV
**Charge**: -1
**2S+1**: 6
**HOMO-LUMO gap (spin up / spin down)**: 2.388 / 4.993 eV

Entry 4:
Density functional theory data (ωB97M-V/def2-TZVPD) for a 6-piece molecular cluster, H14NO5 overall.

```
20
Properties=species:S:1:pos:R:3
N -0.477 -0.584 0.637
H -0.264 -1.583 0.625
H -1.191 -0.288 -0.040
H -0.701 -0.323 1.625
H 0.365 -0.095 0.304
H 3.785 2.204 -2.335
H 4.277 0.761 -2.386
O 3.560 1.310 -2.053
H -0.475 -4.063 -1.379
H -1.579 -4.347 -0.485
O -1.221 -3.584 -0.976
H -2.609 1.314 -1.563
H -2.516 2.355 -0.539
O -2.464 1.384 -0.608
H 1.526 2.294 -0.069
H 1.848 1.087 -0.988
O 1.167 1.472 -0.415
H -0.289 -0.060 3.700
H -1.581 0.761 3.669
O -1.160 -0.015 3.277
```

Values from the calculation:
**HOMO level**: -14.88 eV
**Charge**: +1
**2S+1**: 1
**HOMO-LUMO gap**: 12.115 eV
**Energy relative to the best compared isomer or geometry (same formula, charge and spin)**: 0.743 eV

Entry 5:
Density functional theory data (ωB97M-V/def2-TZVPD) for one molecule with the formula C2H4N2O2S.

```
11
Properties=species:S:1:pos:R:3
C -0.632 1.492 0.327
C 1.482 -0.793 -0.056
H -2.657 -1.373 0.259
H -0.597 2.619 0.691
H 1.287 1.841 -0.104
H 1.529 -1.833 -0.671
N -1.508 0.612 0.600
N 0.560 1.309 -0.513
O 1.002 0.177 -0.916
O 2.070 -0.636 0.956
S -1.412 -0.952 -0.171
```

Values from the calculation:
**HOMO level**: -8.88 eV
**2S+1**: 1
**SMILES**: O=CON/C=N\S
**HOMO-LUMO gap**: 9.507 eV
**Energy relative to the best compared isomer or geometry (same formula, charge and spin)**: 3.896 eV

Entry 6:
Density functional theory data (ωB97M-V/def2-TZVPD) for a 2-piece molecular cluster, C2H6IN2O overall.

```
12
Properties=species:S:1:pos:R:3
C 1.087 2.140 -0.208
C -0.249 -0.147 0.674
N 0.212 2.736 0.366
N 0.642 -0.947 -0.138
O 1.843 1.344 -0.592
I -2.171 0.223 0.104
H -0.206 -0.427 1.740
H -1.746 1.745 -0.079
H -0.366 3.503 0.473
H 1.518 -0.612 0.213
H 0.633 -2.059 -0.101
H 0.507 -0.699 -1.098
```

Values from the calculation:
**HOMO level**: -12.40 eV
**Charge**: +1
**2S+1**: 1
**HOMO-LUMO gap**: 8.373 eV
**Energy relative to the best compared isomer or geometry (same formula, charge and spin)**: 3.808 eV

Entry 7:
Density functional theory data (ωB97M-V/def2-TZVPD) for an isolated ion of composition C21H29N4O4 and charge +1.

```
58
Properties=species:S:1:pos:R:3
C -0.275 -4.330 -1.001
C 0.297 -3.401 0.027
C -0.467 -2.957 1.096
C 0.094 -2.126 2.054
C 1.404 -1.716 1.943
C 2.183 -2.145 0.866
C 1.621 -2.989 -0.083
H 2.202 -3.357 -0.916
O 3.456 -1.666 0.847
C 4.301 -1.909 -0.254
C 3.948 -1.039 -1.480
N 3.965 0.362 -1.152
C 2.994 1.029 -0.496
C 1.671 0.559 -0.450
C 0.666 1.209 0.241
C 0.953 2.424 0.886
C 2.224 2.931 0.823
C 3.254 2.269 0.152
N 4.534 2.874 0.197
O 4.658 3.909 0.820
O 5.469 2.335 -0.389
H 2.463 3.868 1.302
H 0.198 2.974 1.421
N -0.599 0.629 0.314
C -1.552 0.988 1.323
H -1.046 1.442 2.173
C -2.619 1.942 0.765
N -3.297 1.280 -0.375
H -3.730 0.409 -0.017
C -2.304 0.916 -1.411
C -1.227 -0.006 -0.808
H -0.494 -0.227 -1.580
H -1.684 -0.952 -0.489
H -2.810 0.411 -2.234
H -1.842 1.835 -1.781
C -4.448 2.052 -0.901
H -4.203 3.112 -0.959
H -4.675 1.681 -1.902
C -5.660 1.805 0.005
H -6.569 2.106 -0.524
O -5.655 0.421 0.295
H -6.498 0.155 0.675
H -5.593 2.391 0.931
H -3.352 2.187 1.533
H -2.154 2.860 0.399
H -2.044 0.072 1.677
H 1.444 -0.379 -0.924
H 4.888 0.787 -1.063
H 4.700 -1.213 -2.252
H 2.974 -1.323 -1.882
H 4.309 -2.968 -0.534
H 5.296 -1.634 0.104
H 1.858 -1.070 2.677
H -0.494 -1.805 2.901
H -1.492 -3.285 1.195
H -1.357 -4.395 -0.915
H 0.134 -5.330 -0.864
H -0.018 -4.006 -2.009
```

Values from the calculation:
**HOMO level**: -10.48 eV
**Charge**: +1
**2S+1**: 1
**SMILES**: Cc1cccc(OCCNc2cc(N3CC[NH+](CCO)CC3)ccc2[N+](=O)[O-])c1
**HOMO-LUMO gap**: 7.911 eV
**Energy relative to the best compared isomer or geometry (same formula, charge and spin)**: 0.000 eV

Entry 8:
Density functional theory data (ωB97M-V/def2-TZVPD) for an isolated ion of composition C7H8N3S3 and charge +1.

```
21
Properties=species:S:1:pos:R:3
C -3.834 -0.434 0.027
C -1.808 0.583 0.500
C -1.852 -0.350 -0.664
C 1.863 -1.366 0.425
C -0.577 1.126 0.636
C 0.467 0.635 -0.346
C 0.810 1.713 -1.338
N -3.028 -0.935 -0.823
N 1.545 -0.038 0.345
N 2.967 -1.834 1.085
S -3.377 0.814 1.117
S -0.413 -0.751 -1.358
S 0.679 -2.461 -0.028
H -4.803 -0.749 -0.057
H -0.347 1.891 1.336
H 1.521 2.329 -0.791
H -0.130 2.114 -1.688
H 1.442 1.206 -2.108
H 2.058 0.621 0.928
H 3.657 -1.256 1.683
H 3.161 -2.858 1.119
```

Values from the calculation:
**HOMO level (spin up / spin down)**: -11.10 / -11.10 eV
**Charge**: +1
**2S+1**: 1
**HOMO-LUMO gap (spin up / spin down)**: 6.392 / 6.391 eV
**Energy relative to the best compared isomer or geometry (same formula, charge and spin)**: 0.000 eV

no.,F_max (eV/A)
1,0.47
2,2.55
3,3.38
4,1.38
5,6.50
6,3.70
7,1.28
8,3.26